1.
ORCA calculation (ωB97M-V with the def2-TZVPD basis set) on a cluster of 6 separate species, C48H44FNO16S in total in a non-equilibrium geometry.

Atoms and positions in Å:
C (-3.18004, -2.06379, 4.08232)
C (-3.64928, -1.73124, 2.59517)
C (-2.40872, -1.63989, 1.62780)
C (-2.29628, -3.06335, 0.91281)
C (-2.42874, -0.46269, 0.56904)
C (-3.19148, -0.70702, -0.79768)
C (-4.67518, -1.15795, -0.68413)
C (-5.13745, -2.12941, -1.69678)
C (-6.49676, -2.62677, -1.77555)
C (-7.48411, -2.18756, -0.79108)
C (-7.04026, -1.22807, 0.22645)
C (-8.05696, -0.73649, 1.31940)
C (-5.66935, -0.70159, 0.27307)
C (-0.86568, -0.44214, 0.13469)
S (-0.39716, 0.12351, -1.54300)
O (-0.55274, -0.89713, -2.57183)
O (1.02295, 0.45359, -1.46412)
F (-1.16361, 1.48450, -2.01672)
C (-0.24979, 0.71106, 1.05777)
O (0.70271, 0.70228, 1.75000)
O (-1.20061, 1.74013, 0.85970)
C (-2.48208, 1.05414, 1.05901)
N (-3.38749, 1.99782, 0.35765)
C (-2.79202, 1.38356, 2.58172)
C (-2.53975, 2.92726, 2.87414)
O (-1.50395, 3.37384, 3.26033)
O (-3.62174, 3.78764, 2.70997)
H (-4.09685, -2.12277, 4.72678)
H (-2.54012, -1.25180, 4.51341)
H (-2.62403, -3.04301, 4.12641)
H (-4.29927, -2.58187, 2.27316)
H (-4.28478, -0.81823, 2.65242)
H (-1.47348, -1.50857, 2.24388)
H (-3.30332, -3.26787, 0.45143)
H (-1.46783, -3.11428, 0.16511)
H (-2.12054, -3.85540, 1.71692)
H (-2.64528, -1.54833, -1.31272)
H (-3.19151, 0.18850, -1.49621)
H (-4.42420, -2.49191, -2.48164)
H (-6.82848, -3.33702, -2.57361)
H (-8.55026, -2.52204, -0.78417)
H (-8.02354, -1.51427, 2.14020)
H (-7.71301, 0.21636, 1.78701)
H (-9.11102, -0.72264, 0.95478)
H (-5.38725, 0.03107, 1.05856)
H (-0.26390, -1.34846, 0.41286)
H (-4.33054, 1.60917, 0.32191)
H (-3.05621, 2.16897, -0.59120)
H (-3.90548, 1.24925, 2.71441)
H (-2.20519, 0.77856, 3.31460)
H (-4.36352, 3.30322, 2.30716)
O (3.75332, 5.40403, -1.02108)
C (3.88846, 4.76574, 0.00407)
C (2.87375, 3.77849, 0.43469)
C (3.02183, 3.08016, 1.55954)
C (4.20872, 3.26139, 2.42727)
O (4.34469, 2.62343, 3.45153)
C (5.22385, 4.24982, 1.99714)
C (5.07614, 4.94736, 0.87227)
H (2.01241, 3.65801, -0.21091)
H (2.28976, 2.35484, 1.88951)
H (6.08474, 4.37042, 2.64294)
H (5.80832, 5.67204, 0.54181)
O (-1.42939, -6.10490, 2.88629)
C (-1.72385, -6.90725, 2.02141)
C (-3.06412, -7.53517, 1.97851)
C (-3.38565, -8.41390, 1.03106)
C (-2.41732, -8.79987, -0.02108)
O (-2.71163, -9.59902, -0.88510)
C (-1.07672, -8.17207, 0.02192)
C (-0.75568, -7.29324, 0.96964)
H (-3.75984, -7.24143, 2.75460)
H (-4.36025, -8.88315, 0.98470)
H (-0.38091, -8.46579, -0.75388)
H (0.21897, -6.82386, 1.01616)
O (7.72841, 4.38916, -0.75507)
C (7.42018, 3.58222, -1.61295)
C (6.08033, 2.95388, -1.63154)
C (5.74590, 2.07020, -2.56933)
C (6.69974, 1.68024, -3.63374)
O (6.39343, 0.87555, -4.48991)
C (8.03853, 2.30916, -3.61315)
C (8.37197, 3.19232, -2.67527)
H (5.39421, 3.25017, -0.84668)
H (4.77078, 1.59962, -2.59876)
H (8.72352, 2.01212, -4.39699)
H (9.34615, 3.66228, -2.64528)
O (-4.31470, 1.53193, -2.27286)
C (-4.31373, 1.67727, -3.48361)
C (-3.94358, 2.96905, -4.10115)
C (-3.94474, 3.12704, -5.42327)
C (-4.31511, 2.01570, -6.33026)
O (-4.31446, 2.15886, -7.53424)
C (-4.68550, 0.72285, -5.70926)
C (-4.68376, 0.56665, -4.38687)
H (-3.67492, 3.76983, -3.42322)
H (-3.67752, 4.06479, -5.89357)
H (-4.95424, -0.07858, -6.38579)
H (-4.95102, -0.37087, -3.91428)
O (11.20374, 1.85688, 4.18329)
C (10.81590, 1.76610, 3.03688)
C (10.38195, 2.95876, 2.27436)
C (9.95453, 2.85770, 1.01673)
C (9.89702, 1.54808, 0.32793)
O (9.50877, 1.45447, -0.82142)
C (10.33085, 0.35512, 1.08996)
C (10.75800, 0.45650, 2.34696)
H (10.43136, 3.90774, 2.79335)
H (9.63246, 3.71864, 0.44438)
H (10.28137, -0.59392, 0.57084)
H (11.07970, -0.40443, 2.91925)

Properties
E_tot: -98283.902 eV
SMILES: CC[C@@H](C)[C@]1(Cc2cccc(C)c2)[C@@H](S(=O)(=O)F)C(=O)O[C@]1(N)CC(=O)O.O=C1C=CC(=O)C=C1.O=C1C=CC(=O)C=C1.O=C1C=CC(=O)C=C1.O=C1C=CC(=O)C=C1.O=C1C=CC(=O)C=C1
HOMO-LUMO gap: 7.36 eV
charge: 0

---

2.
ORCA calculation (ωB97M-V with the def2-TZVPD basis set) on a cluster of 7 separate species, C48H44O16P in total in a non-equilibrium geometry.

Atoms and positions in Å:
C (2.61145, -0.16047, 1.15838)
C (2.91684, -0.82490, -0.21462)
C (4.12561, -0.18987, -0.88401)
P (3.85974, 1.65229, -1.45214)
O (4.81645, 1.49034, -2.91108)
C (6.00080, 2.23719, -2.73285)
C (6.42643, 2.03104, -1.23409)
O (7.14836, 0.77666, -1.26624)
O (5.25226, 2.07954, -0.49604)
O (2.92449, -2.25503, 0.02602)
C (3.97143, -2.99046, -0.53840)
C (5.26031, -2.98877, 0.29007)
C (5.27871, -2.62392, 1.63655)
C (6.47501, -2.68561, 2.33998)
C (7.66078, -3.11135, 1.74527)
C (7.65918, -3.46328, 0.39620)
C (6.45268, -3.39501, -0.29492)
H (3.55622, 0.04642, 1.68463)
H (1.96347, -0.85150, 1.72645)
H (2.03328, 0.76237, 1.03324)
H (2.03109, -0.59452, -0.84164)
H (4.45995, -0.69200, -1.80825)
H (5.00254, -0.21567, -0.22085)
H (2.72036, 1.32618, -2.29760)
H (2.87347, 1.97507, -0.47565)
H (3.66742, 3.04747, -1.91437)
H (6.83578, 1.91440, -3.37247)
H (5.81961, 3.33226, -2.78362)
H (7.15024, 2.74543, -0.80243)
H (7.17508, 0.43586, -0.35999)
H (4.17402, -2.78757, -1.60214)
H (3.64470, -4.05205, -0.51878)
H (4.36712, -2.31103, 2.14732)
H (6.53562, -2.43561, 3.40351)
H (8.59159, -3.18206, 2.31363)
H (8.54520, -3.81853, -0.13273)
H (6.45727, -3.70013, -1.34709)
C (2.90046, -7.29185, -0.89177)
C (1.74157, -7.92910, -0.74523)
C (0.86774, -8.21439, -1.90836)
O (-0.19029, -8.79442, -1.77522)
C (1.33497, -7.76348, -3.24184)
C (2.49354, -7.12612, -3.38958)
C (3.36851, -6.84117, -2.22560)
O (4.42410, -6.26300, -2.35703)
H (3.55202, -7.07282, -0.05507)
H (1.38387, -8.26581, 0.21943)
H (0.68304, -7.98135, -4.07826)
H (2.85073, -6.78840, -4.35414)
C (-2.20594, 3.21824, 0.67078)
C (-0.93129, 3.04476, 0.32703)
C (-0.50456, 1.87435, -0.48091)
O (0.65156, 1.71243, -0.79286)
C (-1.55644, 0.90833, -0.88991)
C (-2.83016, 1.08497, -0.54512)
C (-3.24963, 2.25254, 0.25947)
O (-4.41977, 2.41287, 0.57280)
H (-2.53485, 4.06522, 1.25876)
H (-0.15267, 3.73953, 0.61650)
H (-1.22693, 0.06137, -1.47845)
H (-3.61096, 0.39172, -0.83231)
C (-8.43465, -0.35434, 3.89434)
C (-7.32494, -0.85315, 3.35592)
C (-6.62445, -0.15443, 2.24995)
O (-5.61552, -0.61252, 1.75859)
C (-7.20821, 1.12336, 1.76912)
C (-8.31935, 1.62057, 2.30958)
C (-9.01888, 0.92163, 3.41436)
O (-10.03091, 1.37489, 3.90822)
H (-8.95943, -0.85065, 4.70135)
H (-6.88548, -1.78310, 3.69552)
H (-6.68180, 1.61942, 0.96301)
H (-8.76185, 2.54992, 1.97273)
C (6.65451, 6.91059, -5.39016)
C (5.93125, 7.54218, -6.31080)
C (4.55889, 7.09266, -6.65412)
O (3.90267, 7.67188, -7.49748)
C (4.02359, 5.91537, -5.93226)
C (4.74455, 5.28047, -5.00997)
C (6.11734, 5.73017, -4.66677)
O (6.76718, 5.15148, -3.82731)
H (7.65738, 7.22212, -5.12585)
H (6.30376, 8.40491, -6.84909)
H (3.02102, 5.60446, -6.19672)
H (4.37112, 4.41605, -4.47003)
C (-6.73519, -5.96661, 3.55017)
C (-7.16023, -6.82714, 2.62843)
C (-8.50374, -6.69512, 2.01366)
O (-8.89347, -7.47953, 1.17563)
C (-9.35409, -5.56584, 2.46461)
C (-8.92876, -4.70574, 3.38606)
C (-7.58550, -4.83872, 4.00052)
O (-7.19695, -4.05267, 4.83972)
H (-5.75874, -6.04618, 4.01069)
H (-6.55370, -7.65596, 2.28635)
H (-10.33048, -5.48549, 2.00396)
H (-9.53509, -3.87625, 3.72801)
C (-5.57108, 7.54513, 3.66178)
C (-4.29735, 7.37303, 3.31813)
C (-3.87147, 6.20437, 2.51007)
O (-2.70775, 6.04679, 2.19827)
C (-4.91784, 5.23657, 2.09861)
C (-6.19129, 5.41024, 2.44359)
C (-6.61874, 6.57734, 3.25069)
O (-7.77989, 6.73845, 3.56413)
H (-5.90261, 8.39047, 4.25141)
H (-3.51947, 8.06824, 3.60802)
H (-4.58919, 4.38869, 1.50930)
H (-6.96840, 4.71438, 2.15368)

Properties
E_tot: -92530.246 eV
HOMO-LUMO gap: 3.31 eV
charge: -1